The following is a quantum chemistry calculation of a cluster of 5 separate species, C27H54Cl2F2N5O10 in total, from the OMol25 dataset.

```
100
Properties=species:S:1:pos:R:3:forces:R:3
C -0.6110 1.3163 3.8969 -0.312 0.225 -0.060
C -1.1482 1.4624 2.4936 -0.239 0.401 0.399
O -1.1989 0.2249 1.7632 0.312 0.266 -0.235
C -0.2660 -0.0247 0.7768 -1.023 -0.701 0.204
O -0.5668 0.4082 -0.4782 -0.148 -0.042 0.000
C -1.4080 1.5668 -0.6754 -0.272 0.285 -0.028
C -2.9164 1.3569 -0.6216 -0.266 0.963 -0.297
C -3.5376 2.7395 -0.2601 -0.221 -0.483 -0.096
C -3.4664 0.8987 -1.9825 -0.185 -0.285 0.411
C -4.8293 0.1745 -1.8850 -0.295 0.240 -0.548
C -5.9825 1.0940 -2.3458 0.345 0.159 0.781
C -4.8452 -1.1277 -2.6939 -0.329 0.276 0.066
N 1.0967 0.3912 1.1821 0.662 0.422 0.200
C 1.6969 1.6186 0.7005 0.104 0.517 0.018
Cl 2.4715 2.5439 2.0387 -0.036 -0.065 0.188
C 2.7118 1.5777 -0.4434 0.632 -0.411 0.277
C 3.8463 0.5604 -0.3447 0.085 0.384 -0.401
Cl 1.8834 1.4247 -2.0236 -0.071 0.122 0.227
C 1.6280 -0.5581 1.9712 -0.675 -0.057 -0.323
N 2.6979 -0.4451 2.7650 0.380 -0.075 0.109
N 0.9162 -1.6751 1.9035 -0.799 -0.426 0.732
C 0.7999 -2.5976 3.0427 0.424 -0.280 0.634
C -0.1090 -2.1320 4.1863 -0.294 0.117 0.148
C 0.5826 -1.6861 5.4493 -0.086 0.416 -0.627
N -1.3712 -2.1489 4.1605 0.106 0.003 -0.246
C -0.0624 -1.5822 0.7903 1.483 0.586 -1.440
C 0.7642 -1.9837 -0.4812 0.093 -0.594 0.585
C 1.7463 -3.1215 -0.2088 -0.506 0.075 -0.376
O 3.0378 -2.5841 0.1086 0.173 -0.102 -0.354
C 3.9090 -3.5000 0.6099 0.054 -0.316 0.788
O 3.6750 -4.1690 1.5741 -0.127 0.111 -0.288
N -1.2965 -2.3228 1.0159 0.429 -0.248 -0.929
C -2.4367 -1.9266 0.2184 -0.834 0.206 1.122
O -3.5168 -1.8288 0.6718 0.167 -0.072 -0.190
F -2.1965 -1.7639 -1.0725 0.352 0.064 -0.068
C -1.2114 -3.7633 0.9043 -0.392 -0.272 1.237
O -1.3925 -4.4953 1.8095 0.168 0.063 -0.294
F -0.9879 -4.2165 -0.3217 0.037 0.153 -0.434
H 0.4411 1.0532 3.9470 0.111 -0.255 -0.006
H -0.7087 2.2916 4.3690 0.046 0.153 0.095
H -1.2396 0.6335 4.4573 0.165 -0.312 0.105
H -2.1759 1.8024 2.5722 -0.211 -0.053 -0.155
H -0.6181 2.2545 1.9718 0.203 -0.125 -0.273
H -1.1660 1.9179 -1.6742 0.215 -0.094 -0.176
H -1.1323 2.3813 -0.0126 0.220 -0.101 0.330
H -3.2210 0.6953 0.1805 0.241 -0.430 0.010
H -4.3852 2.9552 -0.8983 -0.165 0.009 -0.138
H -2.8359 3.5570 -0.4017 0.105 0.151 0.105
H -3.9279 2.7327 0.7528 0.195 0.228 0.249
H -3.6222 1.7887 -2.5863 0.255 0.176 -0.198
H -2.7364 0.2943 -2.5186 0.064 -0.231 0.046
H -5.0328 -0.0256 -0.8366 0.052 -0.360 0.170
H -6.8653 0.5237 -2.6057 -0.124 -0.055 -0.249
H -6.2730 1.7279 -1.5090 -0.082 0.206 0.017
H -5.6812 1.7653 -3.1437 -0.104 -0.133 -0.379
H -4.5222 -1.9844 -2.1120 0.337 -0.103 -0.046
H -4.2549 -1.0098 -3.5985 0.227 -0.193 -0.064
H -5.8576 -1.3470 -3.0182 -0.184 -0.109 0.008
H 0.9053 2.2805 0.3809 -0.316 -0.144 -0.052
H 3.1701 2.5575 -0.4591 -0.199 0.314 -0.046
H 4.7371 1.0324 -0.7465 0.135 0.026 -0.104
H 3.6460 -0.2888 -0.9829 -0.090 -0.396 0.218
H 4.0708 0.2745 0.6746 -0.135 -0.126 0.181
H 3.4444 -1.1151 2.6913 -0.204 -0.363 0.255
H 2.8135 0.3166 3.4068 0.126 0.445 -0.359
H 0.4981 -3.5909 2.7392 -0.073 0.028 -0.384
H 1.7900 -2.7261 3.4614 0.263 -0.040 -0.143
H 0.7854 -2.5385 6.0874 0.081 -0.099 0.186
H 1.5120 -1.1777 5.2086 0.273 -0.062 0.106
H -0.0631 -0.9717 5.9433 -0.134 -0.106 0.356
H -1.7204 -2.5005 3.2689 -0.097 0.050 0.109
H 1.3438 -1.1459 -0.8487 -0.063 0.265 -0.052
H 0.1287 -2.3081 -1.2876 -0.308 0.203 -0.164
H 1.8402 -3.7034 -1.1226 0.137 -0.120 -0.085
H 1.4057 -3.8002 0.5676 0.109 -0.070 0.245
H 4.8609 -3.5494 0.0761 0.088 0.282 -0.138
C 1.3505 -0.1965 -5.8018 -0.024 0.045 0.180
O 1.0987 0.9846 -5.0460 0.053 0.035 -0.077
H 1.2421 0.0597 -6.8519 -0.001 0.038 -0.010
H 2.3672 -0.5644 -5.6325 -0.016 -0.035 -0.057
H 0.6312 -0.9787 -5.5499 0.006 -0.047 -0.035
H 1.1939 0.7630 -4.1163 -0.114 -0.145 -0.192
C 5.3358 2.6953 -4.1037 -0.139 -0.008 0.105
O 4.9013 2.5969 -2.7459 0.104 -0.022 0.094
H 6.4179 2.7873 -4.0934 0.019 0.001 0.038
H 5.0598 1.8020 -4.6685 0.023 0.022 -0.045
H 4.9098 3.5759 -4.5873 0.031 -0.007 -0.048
H 3.9440 2.5145 -2.7488 -0.037 0.029 -0.210
C 1.6253 5.2658 5.2711 0.140 -0.066 -0.186
O 2.4935 5.7392 4.2473 -0.127 0.013 0.127
H 1.3506 6.1183 5.8849 0.004 0.033 -0.001
H 0.7143 4.8305 4.8476 -0.033 0.004 0.067
H 2.1237 4.5248 5.9028 -0.058 0.008 0.049
H 2.7415 4.9926 3.6990 0.063 0.012 -0.067
C -1.1239 -3.2819 -4.3619 -0.047 0.079 0.187
O -1.2506 -2.0106 -3.7263 0.216 -0.038 -0.095
H -1.0528 -3.1086 -5.4318 -0.001 0.037 -0.015
H -0.2204 -3.8038 -4.0304 -0.019 -0.040 -0.057
H -1.9971 -3.9085 -4.1655 0.021 -0.040 -0.043
H -1.3160 -2.1557 -2.7799 -0.120 0.008 -0.184
```
Positions in Å, forces in eV/Å.

Values from the calculation:
- E (Eh) = -3207.153418
- HOMO (eV) = -12.3
- energy above the lowest of the compared OMol25 structures with the same formula, charge and spin (kcal per mole) = 0.0
- spin multiplicity = 1
- frontier orbital gap (eV) = 8.951
- LUMO level (eV) = -3.346
- total charge = +1
- max |F| (eV/Å) = 2.15